Entry 1:
{"formula": "C3H7NO2", "method": "ωB97M-V/def2-TZVPD", "spin_multiplicity": 1, "orbital_gap_ha": 0.3963, "e_lumo_ev": 1.02, "largest_force_ha_per_bohr": 0.0513, "charge": 0, "e_above_lowest_kcal_mol": 38.1, "smiles": "CC=O.NC=O", "elements": ["O", "C", "C", "H", "H", "H", "H", "C", "N", "O", "H", "H", "H"], "xyz": [[0.1049, 0.8198, 0.7567], [0.2739, 1.8066, 0.0697], [1.2871, 1.9437, -1.0194], [-0.4106, 2.6565, 0.1964], [2.0894, 1.1639, -0.9726], [0.7056, 2.0264, -1.9537], [1.9636, 2.8270, -0.9521], [-1.2080, -2.3931, -0.0013], [-0.8851, -2.0603, 1.3072], [-1.4907, -1.5910, -0.8927], [-1.1431, -3.4860, -0.1279], [-0.2230, -2.6399, 1.9196], [-1.0641, -1.0736, 1.6700]], "atomic_forces_ev_per_a": [[0.4, 0.7, -0.4], [-0.1, -0.7, 0.6], [1.7, 0.0, 0.1], [-0.1, 0.3, 0.0], [-1.3, -0.1, -0.4], [0.6, -0.3, 0.1], [-1.1, 0.1, 0.2], [0.7, 1.4, 0.1], [0.4, 0.8, 1.4], [0.0, -1.5, 1.6], [0.0, 0.1, -0.4], [-1.8, 1.0, -1.7], [0.7, -1.8, -1.2]]}

---

Entry 2:
{"formula": "C3H7NO2", "method": "ωB97M-V/def2-TZVPD", "spin_multiplicity": 1, "orbital_gap_ha": 0.3101, "e_lumo_ev": 0.52, "largest_force_ha_per_bohr": 0.0083, "charge": 0, "e_above_lowest_kcal_mol": 92.4, "smiles": "C/C(O)=C(/[NH3+])[O-]", "elements": ["C", "C", "O", "C", "O", "N", "H", "H", "H", "H", "H", "H", "H"], "xyz": [[-1.7821, 0.2507, -0.0727], [-0.3626, -0.1752, 0.1581], [-0.1365, -1.5778, 0.0498], [0.7080, 0.6479, -0.3476], [0.8014, 1.7530, -0.8128], [1.9124, 0.0392, 0.4330], [-1.8785, 1.3367, 0.0162], [-2.4399, -0.2190, 0.6658], [-2.1478, -0.0342, -1.0728], [0.8580, -0.0924, 1.1209], [-0.4470, -1.8508, -0.8269], [2.2975, -0.8184, 0.0488], [2.6173, 0.7402, 0.6401]], "atomic_forces_ev_per_a": [[-0.1, 0.0, 0.0], [-0.1, 0.3, -0.2], [-0.1, 0.0, -0.2], [-0.1, 0.2, 0.1], [0.0, -0.3, 0.1], [0.2, 0.0, 0.0], [0.0, -0.2, 0.0], [0.1, 0.1, -0.1], [0.1, 0.0, 0.1], [0.2, 0.0, 0.0], [0.1, 0.0, 0.2], [0.0, 0.2, 0.0], [-0.1, -0.1, -0.1]]}

---

Entry 3:
{"formula": "C3H7NO2", "method": "ωB97M-V/def2-TZVPD", "spin_multiplicity": 1, "orbital_gap_ha": 0.3967, "e_lumo_ev": 0.84, "largest_force_ha_per_bohr": 0.0145, "charge": 0, "e_above_lowest_kcal_mol": 0.0, "smiles": "CCNC(=O)O", "elements": ["C", "N", "C", "O", "O", "C", "H", "H", "H", "H", "H", "H", "H"], "xyz": [[-1.3508, -0.5840, -0.5026], [-0.1228, -0.7640, 0.2515], [0.9549, 0.0129, 0.0140], [1.9152, -0.1686, 0.9586], [1.0810, 0.8059, -0.8934], [-2.2141, 0.5801, -0.0183], [-1.0494, -0.4173, -1.5331], [-1.9090, -1.5162, -0.4786], [-0.1204, -1.2511, 1.1313], [2.6185, 0.4350, 0.6875], [-2.9192, 0.8392, -0.8130], [-1.5748, 1.4558, 0.0917], [-2.7658, 0.3656, 0.8935]], "atomic_forces_ev_per_a": [[0.0, 0.0, 0.1], [0.1, -0.1, 0.2], [-0.1, 0.3, 0.1], [0.0, 0.0, -0.2], [0.0, -0.1, -0.1], [0.2, 0.1, -0.7], [0.0, 0.1, -0.1], [0.0, -0.1, 0.0], [-0.1, -0.1, 0.0], [0.1, 0.0, 0.1], [-0.1, -0.1, 0.2], [-0.1, 0.0, 0.3], [0.1, 0.0, 0.1]]}

---

Entry 4:
{"formula": "C3H7NO2", "method": "ωB97M-V/def2-TZVPD", "spin_multiplicity": 1, "orbital_gap_ha": 0.3473, "e_lumo_ev": 0.78, "largest_force_ha_per_bohr": 0.0159, "charge": 0, "e_above_lowest_kcal_mol": 28.1, "smiles": "CNCC(=O)O", "elements": ["C", "N", "C", "C", "O", "O", "H", "H", "H", "H", "H", "H", "H"], "xyz": [[-1.2027, 1.6009, -0.6277], [-0.4720, 0.7092, 0.2501], [0.2572, -0.3713, -0.3443], [0.6176, -1.4232, 0.7162], [1.8187, -1.9894, 0.4322], [0.0409, -1.6593, 1.7371], [-0.9683, 1.2958, -1.6404], [-2.2692, 1.5124, -0.4360], [-0.9227, 2.6419, -0.4840], [-0.0075, 1.0573, 1.0677], [-0.2979, -0.8361, -1.1659], [1.2528, -0.1227, -0.7454], [2.1531, -2.4156, 1.2404]], "atomic_forces_ev_per_a": [[0.3, -0.2, 0.6], [0.0, -0.8, 0.0], [0.6, -0.4, 0.3], [0.2, 0.2, 0.1], [0.2, 0.1, 0.0], [-0.2, 0.1, 0.0], [-0.2, 0.3, -0.4], [-0.2, 0.0, -0.2], [0.1, 0.1, -0.1], [-0.2, 0.5, 0.0], [-0.1, 0.0, 0.2], [-0.2, 0.3, -0.2], [-0.4, -0.1, -0.3]]}

---

Repeat the second record exactly.
{"formula": "C3H7NO2", "method": "ωB97M-V/def2-TZVPD", "spin_multiplicity": 1, "orbital_gap_ha": 0.3101, "e_lumo_ev": 0.52, "largest_force_ha_per_bohr": 0.0083, "charge": 0, "e_above_lowest_kcal_mol": 92.4, "smiles": "C/C(O)=C(/[NH3+])[O-]", "elements": ["C", "C", "O", "C", "O", "N", "H", "H", "H", "H", "H", "H", "H"], "xyz": [[-1.7821, 0.2507, -0.0727], [-0.3626, -0.1752, 0.1581], [-0.1365, -1.5778, 0.0498], [0.7080, 0.6479, -0.3476], [0.8014, 1.7530, -0.8128], [1.9124, 0.0392, 0.4330], [-1.8785, 1.3367, 0.0162], [-2.4399, -0.2190, 0.6658], [-2.1478, -0.0342, -1.0728], [0.8580, -0.0924, 1.1209], [-0.4470, -1.8508, -0.8269], [2.2975, -0.8184, 0.0488], [2.6173, 0.7402, 0.6401]], "atomic_forces_ev_per_a": [[-0.1, 0.0, 0.0], [-0.1, 0.3, -0.2], [-0.1, 0.0, -0.2], [-0.1, 0.2, 0.1], [0.0, -0.3, 0.1], [0.2, 0.0, 0.0], [0.0, -0.2, 0.0], [0.1, 0.1, -0.1], [0.1, 0.0, 0.1], [0.2, 0.0, 0.0], [0.1, 0.0, 0.2], [0.0, 0.2, 0.0], [-0.1, -0.1, -0.1]]}